(1)
Below is CH4N2OS in the gas phase, with properties calculated with ωB97M-V/def2-TZVPD.

Last columns: bonded neighbours and bond lengths (Å).
Cartesian coordinates (Å):
1 C 0.0033 0.1260 -0.3399  H4 1.130, N6 1.379, N7 1.269
2 H -1.4497 -1.9767 0.0624  O8 0.926
3 H 0.8672 -1.6160 0.2440  N6 1.058
4 H -0.8130 0.4653 -1.0434  C1 1.130
5 H 1.3054 2.8731 1.2985  S9 1.392
6 N 0.1971 -1.2327 -0.4790  C1 1.379, H3 1.058, O8 1.405
7 N 0.5799 0.8230 0.5500  C1 1.269, S9 1.732
8 O -0.9628 -1.9855 -0.7256  H2 0.926, N6 1.405
9 S 0.2726 2.5235 0.4331  H5 1.392, N7 1.732

Results
- 2S+1: 1
- Max |F|: 0.046 hartree/bohr
- Electronic energy: -623.34300 hartree
- Energy relative to the best compared isomer or geometry (same formula, charge and spin): 3.162 eV

Quick look at the natural (NBO) charges, all values in e: C 0.222; H 0.454; H 0.367; H 0.160; H 0.132; N -0.330; N -0.608; O -0.533; S 0.136

(2)
Below is CH4N2OS2 in the gas phase, with properties calculated with ωB97M-V/def2-TZVPD.

Last columns: bonded neighbours and bond lengths (Å).
Cartesian coordinates (Å):
1 C 0.0223 0.0965 0.1166  N6 1.336, N7 1.410, O8 1.198
2 H -2.7213 0.3209 1.1543  S9 1.335
3 H -1.0202 -1.6944 0.1578  N6 1.092
4 H 1.0034 -1.7600 -0.1117  N7 1.048
5 H 2.0671 0.8545 -1.1237  S10 1.469
6 N -1.0987 -0.6183 -0.0112  C1 1.336, H3 1.092, S9 1.729
7 N 1.1350 -0.7657 0.1936  C1 1.410, H4 1.048, S10 1.726
8 O 0.1209 1.2891 0.1657  C1 1.198
9 S -2.6906 0.0426 -0.1508  H2 1.335, N6 1.729
10 S 2.6478 0.0247 -0.0603  H5 1.469, N7 1.726

Results
- 2S+1: 1
- Max |F|: 0.085 hartree/bohr
- Electronic energy: -1021.59800 hartree
- Energy relative to the best compared isomer or geometry (same formula, charge and spin): 0.807 eV

Quick look at the natural (NBO) charges, all values in e: C 0.749; H 0.108; H 0.402; H 0.393; H 0.138; N -0.784; N -0.804; O -0.608; S 0.226; S 0.179

(3)
Below is CH4N2S in the gas phase, with properties calculated with ωB97M-V/def2-TZVPD.

Last columns: bonded neighbours and bond lengths (Å).
Cartesian coordinates (Å):
1 C 1.0773 -0.5554 -0.0777  N3 1.343, S4 1.635, H5 1.036
2 N -1.3404 -0.0833 -0.1247  N3 1.550, H6 1.014, H7 1.094
3 N 0.1127 0.3298 0.2233  C1 1.343, N2 1.550, H8 1.035
4 S 2.6651 -0.2053 0.0928  C1 1.635
5 H 0.7161 -1.4568 -0.4378  C1 1.036
6 H -1.6536 0.1561 -1.0592  N2 1.014
7 H -1.7915 0.6813 0.5151  N2 1.094
8 H 0.2144 1.1335 0.8681  N3 1.035

Results
- 2S+1: 1
- Max |F|: 0.093 hartree/bohr
- Electronic energy: -548.13081 hartree
- Energy relative to the best compared isomer or geometry (same formula, charge and spin): 2.205 eV

Quick look at the natural (NBO) charges, all values in e: C -0.072; N -0.646; N -0.442; S -0.154; H 0.196; H 0.359; H 0.351; H 0.409

(4)
Below is CH4N2S in the gas phase, with properties calculated with ωB97M-V/def2-TZVPD.

Last columns: bonded neighbours and bond lengths (Å).
Cartesian coordinates (Å):
1 C -0.3927 -0.0135 -0.0376  N6 1.389, N7 1.351, S8 1.737
2 H -0.2474 -2.0086 -0.0014  N6 0.990
3 H 1.2503 -1.0795 0.0837  N6 0.940
4 H 1.2772 1.2519 0.0464  N7 1.006
5 H -0.3619 1.9214 -0.0207  N7 0.995
6 N 0.3260 -1.2026 -0.0332  C1 1.389, H2 0.990, H3 0.940
7 N 0.2780 1.1595 -0.0253  C1 1.351, H4 1.006, H5 0.995
8 S -2.1296 -0.0287 -0.0120  C1 1.737

Results
- 2S+1: 1
- Max |F|: 0.105 hartree/bohr
- Electronic energy: -548.20740 hartree
- Energy relative to the best compared isomer or geometry (same formula, charge and spin): 0.121 eV

Quick look at the natural (NBO) charges, all values in e: C 0.324; H 0.429; H 0.378; H 0.395; H 0.427; N -0.800; N -0.805; S -0.347

(5)
Below is CH4N2S in the gas phase, with properties calculated with ωB97M-V/def2-TZVPD.

Last columns: bonded neighbours and bond lengths (Å).
Cartesian coordinates (Å):
1 C -0.1232 -0.3662 -0.2419  N2 1.420, N3 1.364, S4 1.696
2 N 0.7975 -0.2546 0.8340  C1 1.420, H5 1.066, H6 1.070
3 N -0.6370 0.7647 -0.8063  C1 1.364, H7 0.981, H8 1.003
4 S -0.3640 -1.9178 -0.8820  C1 1.696
5 H 1.0279 0.5406 1.5049  N2 1.066
6 H 1.2230 -1.0990 1.3356  N2 1.070
7 H -0.5057 1.6002 -0.3098  N3 0.981
8 H -1.4185 0.7320 -1.4345  N3 1.003

Results
- 2S+1: 1
- Max |F|: 0.055 hartree/bohr
- Electronic energy: -548.19883 hartree
- Energy relative to the best compared isomer or geometry (same formula, charge and spin): 0.354 eV

Quick look at the natural (NBO) charges, all values in e: C 0.291; N -0.851; N -0.786; S -0.274; H 0.394; H 0.425; H 0.380; H 0.420

(6)
Below is CH4N2S2 in the gas phase, with properties calculated with ωB97M-V/def2-TZVPD.

Last columns: bonded neighbours and bond lengths (Å).
Cartesian coordinates (Å):
1 C 0.5310 0.1506 0.2006  N6 1.344, N7 1.291, S8 1.680
2 H -0.7393 1.6851 0.2751  N6 0.982
3 H 0.8825 2.2450 -0.4147  N6 1.182
4 H -0.5154 -1.7094 0.7023  N7 1.078
5 H -2.3239 0.1458 1.0680  S9 1.388
6 N 0.2062 1.4530 0.1438  C1 1.344, H2 0.982, H3 1.182
7 N -0.4300 -0.7026 0.3270  C1 1.291, H4 1.078, S9 1.779
8 S 2.0981 -0.3524 -0.1347  C1 1.680
9 S -2.0308 -0.1803 -0.2485  H5 1.388, N7 1.779

Results
- 2S+1: 1
- Max |F|: 0.127 hartree/bohr
- Electronic energy: -946.33300 hartree
- Energy relative to the best compared isomer or geometry (same formula, charge and spin): 1.457 eV

Quick look at the natural (NBO) charges, all values in e: C 0.263; H 0.386; H 0.445; H 0.459; H 0.122; N -0.801; N -0.731; S -0.287; S 0.143

(7)
Below is a gas-phase ion, CH4N3 (charge +1), with properties calculated with ωB97M-V/def2-TZVPD.

Last columns: bonded neighbours and bond lengths (Å).
Cartesian coordinates (Å):
1 C 0.0027 -0.3390 0.0123  N3 1.323, N4 1.252, H6 1.076
2 N 2.4232 0.4693 -0.0484  N3 1.651
3 N 1.2716 -0.7124 0.0202  C1 1.323, N2 1.651, H5 1.094
4 N -0.3112 0.8722 0.0432  C1 1.252, H7 1.043, H8 1.123
5 H 1.7279 -1.7006 -0.0870  N3 1.094
6 H -0.7405 -1.0459 -0.3125  C1 1.076
7 H -1.2835 1.2336 -0.0647  N4 1.043
8 H 0.3898 1.7413 -0.0737  N4 1.123

Results
- 2S+1: 1
- Max |F|: 0.138 hartree/bohr
- Electronic energy: -204.30880 hartree
- Net charge: +1
- Energy relative to the best compared isomer or geometry (same formula, charge and spin): 5.359 eV

Quick look at the natural (NBO) charges, all values in e: C 0.371; N 0.186; N -0.543; N -0.677; H 0.483; H 0.257; H 0.456; H 0.467

(8)
Below is 2 unconnected molecules or ions with the total composition CH4N3P, with properties calculated with ωB97M-V/def2-TZVPD.

Last columns: bonded neighbours and bond lengths (Å).
Cartesian coordinates (Å):
1 C -0.3500 -1.0770 -0.1980  N2 1.455, P5 1.898, H6 1.096, H7 1.094
2 N -1.6610 -0.4475 -0.1434  C1 1.455, N3 1.227
3 N -1.6447 0.7781 -0.0878  N2 1.227, N4 1.298
4 N -0.4765 1.3246 0.0598  N3 1.298, P5 1.718
5 P 0.8992 0.3497 -0.2698  C1 1.898, N4 1.718, H9 1.411
6 H -0.1919 -1.7036 0.6872  C1 1.096
7 H -0.3259 -1.7295 -1.0759  C1 1.094
8 H -0.3818 3.0181 -0.5832  no bonds
9 H 1.2771 0.2861 1.0882  P5 1.411

Results
- 2S+1: 1
- Max |F|: 0.102 hartree/bohr
- Electronic energy: -545.91403 hartree
- Energy relative to the best compared isomer or geometry (same formula, charge and spin): 5.669 eV

Quick look at the natural (NBO) charges, all values in e: C -0.575; N -0.186; N 0.004; N -0.600; P 0.663; H 0.239; H 0.229; H 0.278; H -0.051